{"formula": "C35H55B2Br3Cl6F2KLiN3NaO12", "method": "the ωB97M-V functional and the def2-TZVPD basis", "orbital_gap_ha": 0.052, "total_energy_ha": -13935.180177, "symbols": ["Br", "Br", "Br", "K", "Cl", "Cl", "Cl", "Cl", "Cl", "Cl", "Na", "F", "F", "O", "O", "O", "O", "O", "O", "O", "O", "O", "O", "O", "O", "N", "N", "N", "C", "C", "C", "C", "C", "C", "C", "C", "C", "C", "C", "C", "C", "C", "C", "C", "C", "C", "C", "C", "C", "C", "C", "C", "C", "C", "C", "C", "C", "C", "C", "C", "C", "C", "C", "B", "B", "Li", "H", "H", "H", "H", "H", "H", "H", "H", "H", "H", "H", "H", "H", "H", "H", "H", "H", "H", "H", "H", "H", "H", "H", "H", "H", "H", "H", "H", "H", "H", "H", "H", "H", "H", "H", "H", "H", "H", "H", "H", "H", "H", "H", "H", "H", "H", "H", "H", "H", "H", "H", "H", "H", "H", "H"], "positions_angstrom": [[-4.938, -0.679, 5.864], [-3.193, -3.083, 5.384], [-2.179, -0.624, 7.968], [-5.790, -3.883, -0.292], [-3.500, 2.476, -6.722], [-5.967, -3.041, 6.311], [-6.077, 1.452, -0.150], [-4.012, 2.693, -3.866], [-2.911, 0.234, -4.964], [-1.275, 2.637, -4.854], [0.834, -2.140, -7.214], [0.906, -0.063, -12.345], [1.784, -1.830, -11.005], [0.276, 3.153, -0.014], [1.079, 1.511, -8.262], [-0.297, -0.802, -10.410], [1.698, 0.398, -10.132], [-2.303, -3.579, -0.091], [1.745, 5.460, -2.979], [-0.458, 0.618, 2.476], [-8.571, -3.310, -2.570], [-1.367, 0.038, -8.603], [-4.688, -3.094, 1.729], [7.062, -0.358, 5.080], [-5.487, -0.843, 2.545], [-2.983, -1.489, 2.931], [1.366, -5.475, 0.885], [1.414, 5.371, -5.197], [-2.183, -2.340, -0.573], [0.997, 4.416, -0.226], [2.530, -3.479, 1.980], [-0.894, -1.448, -5.384], [1.089, -3.083, 5.203], [0.349, -4.297, 5.736], [-0.385, -0.022, -9.324], [-5.751, -0.131, 1.286], [0.257, 2.786, 1.441], [-2.925, 2.010, -5.102], [-2.363, 0.526, 6.290], [-0.550, -0.836, 2.500], [-0.840, -1.614, 3.957], [0.396, -1.782, 1.562], [-1.818, -2.110, -2.190], [2.654, 4.230, -0.195], [-2.312, -0.944, 0.304], [0.537, 1.139, 1.536], [3.715, 5.540, -4.340], [1.963, -1.906, 2.022], [0.121, -1.103, -4.135], [1.783, 5.351, -6.593], [-2.092, -1.123, 1.914], [2.227, -4.238, 0.555], [-1.016, 1.375, 5.926], [-0.343, -1.431, -2.569], [7.865, 1.502, 6.375], [-3.109, -0.233, 5.057], [-2.347, -2.137, -4.997], [0.345, -1.598, 5.093], [6.655, 0.805, 5.787], [2.231, 5.455, -4.108], [-2.828, -2.468, -3.431], [0.838, 0.714, -9.154], [-2.421, -1.505, 4.371], [-4.352, -1.816, 2.386], [1.032, -0.585, -10.993], [3.711, -1.200, 4.404], [-3.359, 0.600, 4.240], [3.710, -3.472, 2.164], [1.297, 6.198, -7.083], [3.219, -4.601, 0.001], [0.449, -1.108, -1.739], [2.083, -4.150, 2.827], [8.570, 1.782, 5.585], [3.186, 5.175, -0.653], [0.431, 5.318, -4.958], [2.918, 4.045, 0.944], [-3.151, 1.351, 6.652], [5.952, 0.510, 6.571], [-6.742, 0.518, 1.358], [-5.747, -0.885, 0.390], [1.149, -0.593, -4.367], [2.958, 3.250, -0.773], [0.506, -5.079, 1.368], [0.418, -1.468, 0.411], [7.515, -0.941, 5.712], [0.002, -1.336, 6.176], [1.407, 4.422, -7.029], [3.954, 6.437, -4.918], [2.234, -1.393, 3.037], [-3.898, -2.932, -3.241], [-0.005, 0.894, 6.278], [-3.075, -2.357, -5.902], [2.209, -3.246, 4.904], [1.105, -0.733, 4.776], [-0.779, -2.753, 3.591], [-1.083, 2.417, 6.505], [1.605, 1.036, 2.007], [1.865, -5.993, 1.651], [2.612, -1.343, 1.193], [0.759, 4.785, -1.333], [-1.063, 1.645, 4.789], [6.135, 1.466, 5.087], [7.569, 2.403, 6.919], [-0.568, -1.192, -6.491], [1.017, 3.417, 2.069], [0.604, 5.191, 0.558], [4.064, 4.645, -4.862], [0.447, 0.758, 0.434], [4.230, 5.602, -3.378], [8.401, 0.836, 7.059], [-0.873, 2.969, 1.776], [-3.289, -0.340, 0.000], [-0.033, -2.897, 1.550], [2.861, 5.413, -6.740], [-1.412, -0.258, -0.078], [-9.295, -2.711, -2.561], [1.613, -3.590, -0.204], [-4.855, -2.981, 0.745], [-0.455, -4.894, 5.124], [-4.863, 0.652, 1.157], [0.559, -4.655, 6.833]], "atomic_forces_ev_per_a": [[1.9, 1.0, -1.4], [1.3, 0.6, -1.4], [0.3, 0.8, -1.3], [-3.2, -1.9, -3.0], [0.2, -0.2, 0.4], [-1.6, -1.8, 0.8], [-0.6, 4.4, -5.3], [0.4, -0.3, -0.3], [-0.6, 2.3, 0.1], [-0.1, -0.2, 0.0], [0.6, -0.4, -0.7], [0.2, -0.8, 2.1], [-0.9, 1.4, 0.3], [1.4, 0.5, 2.3], [-0.4, -1.1, -0.5], [-0.2, 0.6, 1.5], [-0.9, 0.3, 1.3], [0.5, 7.5, -2.7], [0.4, 0.1, -0.3], [1.5, -2.1, -0.9], [1.8, -1.2, 0.4], [1.2, -0.3, -0.1], [1.7, 2.5, -0.7], [-0.4, -0.8, -0.2], [5.0, -4.4, 0.7], [3.3, 0.7, -4.5], [0.4, 1.6, 0.9], [0.5, 0.0, 0.9], [-0.1, -4.4, 0.7], [0.7, 0.7, -1.5], [0.8, 0.6, 0.0], [-0.1, -1.7, 5.1], [-1.9, -1.3, 0.8], [1.2, 1.9, -0.8], [-4.0, -2.2, -1.0], [0.5, 0.7, 0.3], [-1.3, -0.6, -0.9], [-0.8, 0.7, 0.0], [-0.7, 1.8, -0.4], [-3.2, -1.8, -0.2], [0.8, -1.6, -0.2], [0.7, -0.5, -0.4], [1.4, 1.1, -3.5], [-1.0, -0.4, 0.9], [0.5, 0.1, -0.1], [0.6, 2.6, 0.0], [0.2, 0.0, 0.2], [1.3, -0.6, -1.6], [-3.9, -1.9, 0.3], [-0.5, -0.1, -0.2], [-0.6, -0.9, 2.4], [-0.1, -0.6, 0.2], [-0.3, 0.9, 0.7], [-2.0, -0.3, -2.8], [0.1, 0.2, 0.0], [0.2, 2.7, 0.4], [2.3, -0.4, 2.2], [0.3, -0.4, -1.1], [0.3, 0.2, 0.4], [-0.9, 0.0, -0.1], [3.7, 1.5, -0.9], [4.1, 2.7, 0.3], [0.2, 0.9, -0.6], [-6.5, 1.1, 0.6], [1.2, -0.9, -3.4], [0.0, -0.2, 0.1], [0.9, -1.8, 1.7], [-2.4, 0.2, -0.4], [0.2, -0.1, -0.2], [-2.2, 0.9, 1.4], [-2.1, -0.8, -1.9], [0.6, 1.5, -1.5], [-0.2, 0.0, 0.1], [-1.1, -2.0, 1.1], [0.2, 0.0, -0.1], [0.0, 0.6, -2.3], [1.7, -2.1, -0.9], [-0.1, 0.2, 0.1], [2.1, -2.7, 0.9], [-0.3, 1.1, 1.5], [-2.2, -1.0, 0.7], [-0.7, 2.1, 0.9], [1.2, -0.8, -0.8], [-0.2, -0.5, 2.7], [-0.1, 0.3, -0.4], [0.3, -0.6, -2.1], [0.2, 0.1, -0.2], [0.1, -0.2, -0.1], [-0.9, -0.8, -1.5], [2.5, 1.2, -0.6], [-2.0, 0.8, -1.0], [1.6, 0.4, 2.3], [-1.3, 0.8, 1.9], [-1.3, -1.8, 0.7], [-0.4, 2.5, 0.7], [0.2, -2.3, -1.2], [-1.8, -0.3, -1.1], [-0.6, 0.6, -1.1], [-1.4, -1.0, 1.9], [0.2, -0.9, 2.7], [0.4, -0.7, 2.1], [0.1, -0.2, -0.1], [0.1, -0.1, 0.0], [-2.1, 0.3, 2.9], [-1.5, -1.3, -1.2], [1.0, -1.3, -1.4], [0.0, 0.2, -0.1], [0.2, 0.5, 2.2], [-0.2, 0.0, -0.2], [-0.1, 0.1, 0.0], [2.6, -0.4, -0.3], [1.6, -1.3, 0.7], [0.6, 2.6, 0.3], [-0.2, 0.0, 0.1], [-2.0, -1.5, 0.9], [-0.8, 0.9, 0.2], [1.2, -1.1, 1.5], [2.1, 1.9, 4.4], [0.5, 2.3, 1.8], [-1.5, -2.3, 1.0], [0.7, -0.3, -2.7]]}


{"formula": "C35H56F3IN3O8S2", "method": "the ωB97M-V functional and the def2-TZVPD basis", "orbital_gap_ha": 0.213, "de_lowest_kcal_mol": 48.9, "total_energy_ha": -3526.269908, "charge": 1, "symbols": ["I", "S", "S", "F", "F", "F", "O", "O", "O", "O", "O", "O", "O", "O", "N", "N", "N", "C", "C", "C", "C", "C", "C", "C", "C", "C", "C", "C", "C", "C", "C", "C", "C", "C", "C", "C", "C", "C", "C", "C", "C", "C", "C", "C", "C", "C", "C", "C", "C", "C", "C", "C", "H", "H", "H", "H", "H", "H", "H", "H", "H", "H", "H", "H", "H", "H", "H", "H", "H", "H", "H", "H", "H", "H", "H", "H", "H", "H", "H", "H", "H", "H", "H", "H", "H", "H", "H", "H", "H", "H", "H", "H", "H", "H", "H", "H", "H", "H", "H", "H", "H", "H", "H", "H", "H", "H", "H", "H"], "positions_angstrom": [[3.067, -2.197, 1.784], [-2.051, 1.915, 3.357], [1.225, 5.006, -0.533], [0.297, -4.076, -5.054], [-3.717, 3.233, -0.560], [1.843, 4.634, 6.586], [-1.095, -2.317, -0.668], [-1.164, 1.325, 2.454], [1.339, -5.749, -1.808], [1.720, 0.505, -2.117], [1.712, 3.721, -0.767], [-0.154, 5.185, -0.719], [-2.673, 1.105, 4.396], [-3.651, -1.491, 2.436], [-0.892, -5.052, -0.967], [-1.989, -3.197, 1.570], [1.388, -1.558, -1.173], [1.351, -0.100, -1.222], [-3.316, 2.755, 2.606], [2.778, 6.180, 1.161], [3.223, -5.985, -7.214], [1.038, 2.448, 6.224], [1.684, 1.161, 4.263], [-1.251, 3.368, 4.028], [1.509, -4.462, -7.213], [-2.778, 4.022, 2.155], [-3.211, 0.966, -1.254], [1.616, 5.406, 1.171], [3.255, -6.185, -5.757], [2.463, -5.141, -7.997], [0.988, 1.208, 5.497], [-1.072, 2.011, -2.882], [-1.931, 2.880, -2.081], [1.868, 3.452, 5.877], [2.320, -5.392, -5.012], [1.381, -4.531, -5.742], [1.083, -5.612, 0.690], [2.001, 6.413, -1.254], [-2.102, 4.537, 3.361], [2.532, 2.196, 3.886], [0.583, 0.509, -0.057], [-2.434, 0.175, -2.053], [2.644, 3.376, 4.663], [-1.325, -5.298, -2.351], [-3.284, -2.267, 1.598], [-1.034, -2.876, 2.694], [2.044, -2.210, -2.382], [-2.972, 2.455, -1.259], [-1.453, 0.650, -2.805], [2.662, 7.137, 0.036], [0.533, -5.502, -0.772], [-4.242, -2.463, 0.390], [-0.943, -0.069, -3.282], [0.480, -1.956, -1.205], [3.038, 6.809, 2.001], [2.027, -5.889, 0.710], [0.335, 1.652, -0.213], [-2.497, 4.818, 4.239], [-3.786, -2.919, -0.616], [-1.798, 3.814, -2.016], [-0.148, 2.207, -3.437], [2.890, -1.941, -2.865], [1.295, 0.661, 0.718], [2.147, 7.999, 0.232], [0.462, 0.522, 5.842], [-2.390, -5.647, -2.244], [-1.165, 3.349, 5.035], [1.878, -3.248, -2.350], [1.478, 0.390, 3.588], [-3.608, 4.766, 1.858], [-0.162, -3.210, 2.420], [-1.190, -4.370, -3.002], [-4.100, 3.131, 3.434], [-1.711, -1.751, -0.834], [3.758, 7.318, -0.254], [-1.527, -2.935, 0.573], [2.045, -5.520, -3.907], [3.738, -6.973, -5.337], [-0.989, -4.048, -0.923], [0.436, -6.334, 1.228], [1.822, -1.754, -0.161], [1.068, -3.701, -7.821], [3.077, 2.094, 2.864], [1.811, 4.415, 1.761], [1.500, -1.871, -3.246], [2.638, 6.017, -1.715], [-4.999, -3.106, 0.703], [-0.488, -0.122, 0.082], [0.583, 2.589, 7.018], [3.585, 5.552, 1.003], [1.311, 7.046, -1.601], [-4.391, -1.589, -0.107], [3.217, 4.101, 4.398], [-0.259, 3.361, 3.495], [-3.681, 2.144, 1.842], [-0.949, -6.332, -2.802], [-2.759, -0.828, -2.002], [-1.350, -3.169, 3.622], [0.708, 5.866, 1.636], [-3.960, 0.711, -0.446], [0.897, -4.578, 1.114], [-2.113, -4.140, 1.490], [2.612, -4.883, -9.057], [-2.174, 3.825, 1.256], [-1.553, -5.452, -0.216], [-0.934, -1.907, 2.778], [4.016, -6.523, -7.735], [-1.545, 5.343, 3.201]], "atomic_forces_ev_per_a": [[-0.6, -0.1, -0.3], [-1.3, 0.3, 5.1], [-1.0, 2.1, 2.8], [0.6, 0.5, -0.5], [-1.0, 1.4, 1.0], [0.2, -1.1, -0.5], [5.7, -7.2, 2.0], [1.8, -1.7, -2.8], [-6.1, 1.8, 6.2], [2.5, 1.9, -4.3], [2.3, -2.8, -1.4], [-3.4, 0.4, -0.6], [0.7, 0.0, -0.5], [2.5, -1.9, -0.7], [0.6, -2.6, 0.5], [0.1, 4.9, 1.5], [4.2, -0.3, -0.4], [-3.8, 0.0, 3.8], [-3.6, 1.3, 1.8], [1.6, 3.0, 0.5], [2.7, -1.8, 1.1], [4.1, -3.2, -6.5], [-0.7, 0.8, 2.1], [1.1, 0.4, -5.7], [-0.2, 1.2, 1.6], [-1.6, 2.4, -1.8], [-1.0, 4.9, 2.3], [-3.6, -4.0, 2.9], [-4.3, 4.4, -3.1], [-0.5, 0.5, 3.2], [5.5, 8.4, -3.6], [-2.5, -1.3, 2.1], [-0.1, -6.2, -0.8], [1.4, 1.2, -2.9], [-2.0, 0.2, -0.6], [2.7, -2.9, -2.3], [-6.8, 2.3, -1.4], [-5.2, 3.3, 10.4], [2.4, -3.5, 0.4], [0.6, 1.0, -1.1], [-3.0, 0.9, -1.0], [-3.4, 0.0, 2.6], [-4.3, -5.4, 2.6], [-2.0, -2.9, -2.2], [-2.3, 0.1, -0.8], [-4.1, -1.7, -1.5], [-3.5, 0.5, 0.4], [2.1, -6.5, -3.0], [1.5, 3.7, -0.7], [3.4, -1.9, -3.8], [6.7, -1.8, -3.5], [4.7, -2.9, -1.8], [2.2, -2.2, -2.2], [-2.2, -0.1, 0.8], [-0.3, -0.3, 0.8], [4.5, -1.1, -0.1], [0.2, -2.4, -0.6], [-3.8, 1.2, 2.4], [-0.2, -0.2, 2.4], [1.6, 7.2, 0.0], [-0.7, 0.8, 0.3], [4.0, 1.0, 0.5], [0.1, -1.0, 1.6], [-1.2, 2.2, 0.6], [-4.8, -6.2, 2.7], [0.6, 1.3, -0.4], [0.1, 0.1, 3.0], [0.2, -1.3, 0.4], [0.1, -1.4, -0.8], [1.2, -1.3, 0.2], [4.9, -2.2, -1.1], [-0.1, -1.6, 0.9], [1.4, -1.9, -1.7], [-5.8, 5.5, -1.9], [-1.7, 0.6, 0.2], [0.2, 1.3, -0.2], [0.9, 0.1, -1.8], [1.8, -1.8, 1.1], [0.2, 2.6, 0.7], [0.3, 0.3, -0.1], [0.0, -0.5, -1.1], [-1.4, 0.5, 0.4], [-0.9, 0.4, 2.0], [-0.7, 1.5, -1.2], [-1.6, 0.1, -0.2], [9.6, -4.7, -8.0], [-1.8, -0.4, 0.3], [3.4, 1.8, 0.3], [-4.7, 0.8, 7.5], [1.9, -1.2, -0.4], [-2.4, 1.8, -2.2], [-1.7, 3.1, -0.2], [3.6, 4.6, -1.6], [-0.6, -0.2, 1.0], [-1.2, -1.0, -1.0], [0.2, 2.7, 1.0], [0.3, -1.3, -0.5], [-1.0, -1.4, 2.1], [0.7, -0.1, -0.6], [0.7, -0.5, -1.4], [0.7, -1.0, -0.1], [-1.5, -3.1, 0.3], [-0.1, -0.6, 0.7], [0.5, 0.7, 0.5], [1.5, 0.4, -1.6], [0.3, 5.3, -0.1], [-0.2, -0.2, 0.1], [3.0, 3.2, -1.2]]}